1.
ORCA calculation (ωB97M-V with the def2-TZVPD basis set) on C6H6ClFN2O2S in the gas phase.

ORCA input file:
```
! RIJCOSX wB97M-V def2-TZVPD def2/J DEFGRID3
* xyz 0 1
C 1.3464 1.2358 -1.8390
C -0.9371 -1.2366 -0.5977
C 0.1317 -0.9891 -1.3501
C -0.6728 0.9601 -0.1337
C 0.7801 0.3067 -0.9518
C -1.9054 -0.4417 1.4855
N 1.9177 1.8810 -2.5888
N -1.4041 -0.2226 0.1640
O 3.2202 -0.4151 -0.1161
O 1.2244 -0.6756 1.3523
F 0.8968 -1.8139 -2.1144
S 1.9433 -0.0067 0.3316
Cl 2.2682 1.7590 1.0939
H -1.2446 -2.2061 -0.2284
H -0.4899 1.4973 0.8311
H -1.0472 1.6275 -0.8211
H -2.9102 -0.5698 1.5611
H -1.3278 -1.2156 2.0667
H -1.7897 0.5256 1.8549
*
```

The HOMO-LUMO gap is 0.3215 Ha. The calculation puts the molar mass at 224.644 g mol⁻¹. For the highest occupied orbital energy, the calculation gives -8.76 eV. As for the SMILES: CN1C=C(F)[C@](C#N)(S(=O)(=O)Cl)C1. The calculation puts the total energy at -39465.8416 eV.

2.
ORCA calculation (ωB97M-V with the def2-TZVPD basis set) on 6 unconnected molecules or ions with the total composition C34H34F7P.

ORCA input file:
```
! RIJCOSX wB97M-V def2-TZVPD def2/J DEFGRID3
* xyz 0 1
C 5.1299 -2.8477 -3.2725
C 5.4821 -1.4163 -3.5958
F 6.6472 -1.0929 -2.8961
P 4.2582 -0.1056 -3.0875
C 2.6718 -0.6349 -3.8797
C 1.8210 -1.6117 -3.0998
F 1.6887 -1.2122 -1.7810
H 5.3007 -3.0592 -2.2302
H 5.7899 -3.5049 -3.8317
H 4.1203 -3.0909 -3.5710
H 5.6954 -1.3077 -4.6504
H 4.1283 -0.4100 -1.7173
H 2.9171 -1.0822 -4.8364
H 2.0853 0.2546 -4.0472
H 0.8329 -1.6499 -3.5373
H 2.2325 -2.6164 -3.1482
F 4.1146 0.7001 2.9278
C 3.2946 -0.3589 2.7775
C 3.1122 -1.2192 3.8414
C 2.2619 -2.3045 3.6878
C 1.6156 -2.5182 2.4778
C 1.8167 -1.6412 1.4196
C 2.6585 -0.5492 1.5673
H 3.6289 -1.0378 4.7748
H 2.1027 -2.9822 4.5160
H 0.9544 -3.3667 2.3606
H 1.3168 -1.8016 0.4752
H 2.8195 0.1497 0.7563
F 1.6744 2.1797 -1.8043
C 0.6156 1.8950 -1.0214
C 0.5126 2.5047 0.2130
C -0.5769 2.2041 1.0173
C -1.5360 1.2981 0.5829
C -1.4087 0.6932 -0.6598
C -0.3277 0.9939 -1.4744
H 1.2757 3.2015 0.5336
H -0.6782 2.6794 1.9837
H -2.3838 1.0655 1.2140
H -2.1535 -0.0148 -0.9981
H -0.2130 0.5361 -2.4479
F -1.8031 -2.3121 6.6457
C -0.9228 -1.3379 6.9511
C -0.8642 -0.8709 8.2490
C 0.0461 0.1289 8.5586
C 0.8747 0.6499 7.5738
C 0.7960 0.1667 6.2749
C -0.1059 -0.8379 5.9579
H -1.5228 -1.2867 8.9999
H 0.1079 0.5018 9.5720
H 1.5808 1.4318 7.8192
H 1.4369 0.5721 5.5036
H -0.1767 -1.2314 4.9522
F -6.2099 5.7132 0.8651
C -5.1401 5.5694 0.0576
C -4.9939 6.4221 -1.0176
C -3.8897 6.2720 -1.8437
C -2.9573 5.2756 -1.5899
C -3.1259 4.4267 -0.5044
C -4.2234 4.5744 0.3309
H -5.7355 7.1884 -1.2001
H -3.7577 6.9359 -2.6874
H -2.0987 5.1602 -2.2380
H -2.4024 3.6485 -0.3069
H -4.3712 3.9283 1.1865
F -1.3136 -1.0655 -4.0710
C -2.1553 -2.1039 -4.2734
C -2.3310 -3.0232 -3.2600
C -3.1957 -4.0873 -3.4687
C -3.8617 -4.2185 -4.6794
C -3.6659 -3.2815 -5.6845
C -2.8080 -2.2104 -5.4836
H -1.7974 -2.9035 -2.3259
H -3.3497 -4.8146 -2.6834
H -4.5336 -5.0509 -4.8387
H -4.1821 -3.3837 -6.6292
H -2.6456 -1.4651 -6.2509
*
```

The HOMO-LUMO gap is 0.3409 Ha. The calculation puts the molar mass at 606.606 g mol⁻¹. For the highest occupied orbital energy, the calculation gives -8.74 eV. As for the SMILES: C[C@H](F)PCCF.Fc1ccccc1.Fc1ccccc1.Fc1ccccc1.Fc1ccccc1.Fc1ccccc1. The calculation puts the total energy at -64119.8679 eV.

3.
ORCA calculation (ωB97M-V with the def2-TZVPD basis set) on C22H18ClNO3S in the gas phase.

ORCA input file:
```
! RIJCOSX wB97M-V def2-TZVPD def2/J DEFGRID3
* xyz 0 1
O 4.7239 -1.4491 1.3941
C 3.6176 -1.1834 0.9853
N 2.6686 -2.0667 0.5998
C 2.7175 -3.4653 0.5716
C 3.8427 -4.1878 0.9537
C 3.8171 -5.5698 0.9013
C 2.6850 -6.2417 0.4728
C 1.5651 -5.5216 0.0911
C 1.5785 -4.1410 0.1390
H 0.7041 -3.5785 -0.1603
H 0.6772 -6.0360 -0.2456
H 2.6736 -7.3204 0.4354
H 4.6935 -6.1253 1.1994
H 4.7233 -3.6654 1.2873
H 1.7878 -1.6637 0.3026
C 3.1669 0.2786 0.8674
H 3.2495 0.7436 1.8546
H 3.8432 0.7974 0.1773
O 1.8277 0.4139 0.4165
C 1.6172 1.0997 -0.7286
O 2.5013 1.6080 -1.3690
C 0.1841 1.1416 -1.0923
C -0.8039 0.5747 -0.2914
C -2.1291 0.6630 -0.6670
C -2.4937 1.3170 -1.8404
C -1.5008 1.8701 -2.6448
C -0.1751 1.7822 -2.2777
H 0.6036 2.2120 -2.8890
H -1.7809 2.3854 -3.5518
C -3.9295 1.5259 -2.1707
H -4.1383 1.4068 -3.2323
H -4.5866 0.8844 -1.5852
S -4.3750 3.2870 -1.8134
C -3.5590 3.4134 -0.2319
C -4.0991 2.7873 0.8803
C -3.4137 2.8046 2.0808
C -2.1923 3.4568 2.1568
C -1.6617 4.1102 1.0548
C -2.3513 4.0877 -0.1428
H -1.9491 4.5814 -1.0135
H -0.7150 4.6210 1.1311
Cl -1.3173 3.4517 3.6451
H -3.8199 2.3139 2.9513
H -5.0510 2.2834 0.8053
H -2.8927 0.2290 -0.0381
H -0.5342 0.0843 0.6309
*
```

The HOMO-LUMO gap is 0.3178 Ha. The calculation puts the molar mass at 411.910 g mol⁻¹. For the highest occupied orbital energy, the calculation gives -8.65 eV. As for the SMILES: O=C(COC(=O)c1ccc(CSc2ccc(Cl)cc2)cc1)Nc1ccccc1. The calculation puts the total energy at -54097.7855 eV.

4.
ORCA calculation (ωB97M-V with the def2-TZVPD basis set) on C4H6O2 in the gas phase.

ORCA input file:
```
! RIJCOSX wB97M-V def2-TZVPD def2/J DEFGRID3
* xyz 0 1
C 0.9048 0.6593 0.8062
C 0.4602 -0.6665 0.1981
O -0.9383 -0.8260 0.6659
C -1.6041 -0.0200 -0.1443
O -1.0151 0.1887 -1.2515
C 0.1879 -0.5391 -1.2748
H 1.8733 0.9631 0.4035
H 0.9079 0.7007 1.8992
H 1.0025 -1.5639 0.5094
H -2.6443 0.2192 0.0089
H 0.1458 1.3660 0.4620
H 0.9029 -0.0921 -1.9632
*
```

The HOMO-LUMO gap (spin up / spin down) is 0.2728 / 0.2886 Ha. The calculation puts the molar mass at 86.090 g mol⁻¹. For the highest occupied orbital energy (spin up / spin down), the calculation gives -6.76 / -7.02 eV. The calculation puts the total energy at -8336.4701 eV.

5.
ORCA calculation (ωB97M-V with the def2-TZVPD basis set) on a molecular structure, C31H35N8PtS2.

ORCA input file:
```
! RIJCOSX wB97M-V def2-TZVPD def2/J DEFGRID3
* xyz 1 1
Pt 0.7567 -0.0406 1.9842
C 5.3952 -2.4101 1.9553
N 5.0930 -1.2130 1.1877
C 5.9595 -0.5892 0.3173
C 5.3234 0.4793 -0.1788
N 4.0451 0.5185 0.3881
C 3.9224 -0.5412 1.2486
S 2.7135 -1.1348 2.2951
C 3.1617 1.6143 0.1285
C 3.4190 2.4564 -0.9485
C 2.6662 3.6139 -1.0450
C 1.6890 3.8858 -0.1019
C 1.4511 2.9368 0.8714
N 2.1746 1.8208 0.9822
H 6.4165 -2.7018 1.7296
H 4.7077 -3.2089 1.6827
H 5.2966 -2.2012 3.0190
H 6.9540 -0.9595 0.1488
H 5.6788 1.2407 -0.8423
H 4.1624 2.2305 -1.6953
H 2.8446 4.2959 -1.8657
H 1.0930 4.7856 -0.1434
H 0.6550 3.0505 1.5967
C -0.3818 3.1307 -2.9272
C -1.7836 2.5176 -2.8450
C -1.7504 1.1259 -3.4918
C -2.7447 3.3988 -3.6430
C -2.2058 2.3702 -1.3801
C -3.4338 2.8702 -0.9200
C -3.8700 2.6721 0.3755
C -3.0499 1.9686 1.2420
S -3.3564 1.5247 2.8929
C -1.8302 0.7511 2.9495
N -1.1241 0.8200 1.8429
C -1.8043 1.4936 0.8250
C -1.3849 1.6866 -0.4877
C -1.2296 0.0421 4.0615
C -1.8607 -0.1432 5.2879
C -1.2134 -0.8458 6.2864
C 0.0566 -1.3493 6.0352
C 0.6876 -1.1579 4.8147
C 0.0656 -0.4551 3.7845
H -0.0851 3.2390 -3.9720
H 0.3562 2.4930 -2.4389
H -0.3509 4.1170 -2.4593
H -1.4412 1.2112 -4.5355
H -2.7369 0.6581 -3.4683
H -1.0523 0.4641 -2.9816
H -2.3937 3.4749 -4.6727
H -2.8075 4.4106 -3.2373
H -3.7501 2.9767 -3.6732
H -4.0786 3.4129 -1.5938
H -4.8310 3.0517 0.6957
H -0.4448 1.2627 -0.8196
H -2.8528 0.2585 5.4591
H -1.6853 -0.9998 7.2465
H 0.5717 -1.9020 6.8111
H 1.6839 -1.5603 4.6833
C -2.9634 -3.3312 -2.6293
C -2.1562 -4.4090 -1.9153
C -2.5210 -4.4913 -0.4370
C -0.6524 -4.2298 -2.1253
N -0.1475 -2.9761 -1.5697
C 0.2348 -2.6630 -0.3286
N 0.5141 -1.3830 -0.2932
N 0.3035 -0.9210 -1.5416
N -0.0927 -1.8617 -2.3110
H -4.0297 -3.5370 -2.5393
H -2.7164 -3.2739 -3.6899
H -2.7802 -2.3468 -2.1933
H -2.3794 -5.3763 -2.3770
H -2.3538 -3.5357 0.0668
H -1.9486 -5.2606 0.0854
H -3.5778 -4.7295 -0.3206
H -0.3976 -4.2045 -3.1834
H -0.0868 -5.0345 -1.6546
H 0.2844 -3.3528 0.4957
*
```

The HOMO-LUMO gap is 0.2828 Ha. The calculation puts the molar mass at 778.889 g mol⁻¹. For the highest occupied orbital energy, the calculation gives -10.22 eV. The calculation puts the total energy at -69549.1801 eV.

6.
ORCA calculation (ωB97M-V with the def2-TZVPD basis set) on 2 unconnected molecules or ions with the total composition C2H7N2O.

ORCA input file:
```
! RIJCOSX wB97M-V def2-TZVPD def2/J DEFGRID3
* xyz 1 1
C 2.1017 -0.6455 -0.1526
C -2.0729 -0.2478 0.2888
N 1.6840 0.4302 0.3383
N -1.0903 0.4904 -0.1735
O -3.3743 -0.3241 0.0422
H 1.3134 -1.2261 -0.7554
H 3.1047 -1.1750 -0.0831
H 2.4607 0.8531 0.9577
H -1.7960 -1.1306 0.9700
H -1.2806 1.3427 -0.6638
H -0.0749 0.5101 0.2481
H -3.7901 0.2385 -0.6311
*
```

The HOMO-LUMO gap is 0.4014 Ha. The calculation puts the molar mass at 75.091 g mol⁻¹. For the highest occupied orbital energy, the calculation gives -15.08 eV. The calculation puts the total energy at -7207.2977 eV.